Below is a single C8H16O4Si molecule in a non-equilibrium geometry, with properties calculated with the ωB97M-V functional and the def2-TZVPD basis.

The energy above the lowest of the compared OMol25 structures with the same formula, charge and spin comes out at 28.13 kcal per mole. The SMILES is CCOC(=O)CC(=O)O[Si](C)(C)C. For the HOMO energy, the calculation gives -10.2 eV. Its net charge is 0. The multiplicity is 1. As for the lowest unoccupied orbital energy: 0.77 eV.

Last column: natural (NBO) charge in e.
Cartesian coordinates (Å):
O -2.06 2.70 -0.51  -0.571
O -1.47 0.19 1.61  -0.595
O -0.23 1.39 -1.09  -0.514
O -0.97 -1.50 0.21  -0.826
C -1.55 1.63 -0.75  0.806
C -1.59 -0.38 0.55  0.817
C -2.38 0.39 -0.49  -0.594
C 0.09 3.30 -2.57  -0.639
C 0.41 2.69 -1.17  -0.079
C 0.04 -2.84 2.50  -1.141
C 1.63 -0.35 1.19  -1.109
C 1.43 -3.04 -0.14  -1.129
Si 0.43 -1.86 0.97  1.861
H -3.36 0.58 -0.11  0.261
H -2.50 -0.21 -1.39  0.238
H 0.58 2.65 -3.32  0.209
H 0.41 4.35 -2.53  0.218
H -0.94 3.31 -2.91  0.221
H 0.00 3.31 -0.43  0.206
H 1.57 2.63 -1.02  0.197
H 1.04 -3.26 2.82  0.237
H -0.67 -3.60 2.34  0.242
H -0.30 -2.16 3.30  0.252
H 2.50 -0.50 1.83  0.242
H 2.01 0.04 0.30  0.234
H 0.93 0.36 1.63  0.248
H 1.54 -2.83 -1.23  0.246
H 1.03 -4.09 0.04  0.232
H 2.38 -2.94 0.37  0.229

Below is a 2-piece molecular cluster, C8H16OSi overall in a non-equilibrium geometry, with properties calculated with the ωB97M-V functional and the def2-TZVPD basis.

The energy above the lowest of the compared OMol25 structures with the same formula, charge and spin comes out at 142.76 kcal per mole. For the HOMO energy (spin up / spin down), the calculation gives -8.5 / -8.5 eV. Its net charge is 0. The multiplicity is 1. As for the lowest unoccupied orbital energy (spin up / spin down): -0.49 / -0.49 eV.

Last column: natural (NBO) charge in e.
Cartesian coordinates (Å):
C -2.24 0.26 0.55  -0.303
C -3.12 -0.09 -0.23  0.096
C 1.45 2.67 -0.13  -0.590
C 2.42 -1.05 0.07  -1.116
C -0.44 -2.14 1.19  -1.075
C 0.01 -1.21 -1.71  -1.176
C 0.03 2.15 0.29  -0.548
C 0.10 0.83 0.87  -0.205
O -4.33 -0.45 -0.82  -0.706
Si 0.50 -0.92 -0.01  1.635
H 1.47 2.67 -1.21  0.217
H 2.21 2.02 0.14  0.208
H 1.59 3.62 0.24  0.218
H 2.59 -0.16 -0.59  0.217
H 2.82 -0.70 1.02  0.230
H 3.06 -1.91 -0.22  0.253
H -1.04 -1.53 1.89  0.253
H -1.08 -2.77 0.68  0.236
H 0.26 -2.64 1.83  0.223
H 0.39 -2.24 -1.88  0.248
H -1.15 -1.27 -1.72  0.277
H 0.48 -0.63 -2.44  0.243
H -0.28 2.84 1.07  0.206
H -0.79 2.13 -0.43  0.269
H 0.24 0.63 1.94  0.192
H -5.12 -0.10 -0.39  0.497

Below is a single C8H16Si molecule in a non-equilibrium geometry, with properties calculated with the ωB97M-V functional and the def2-TZVPD basis.

The energy above the lowest of the compared OMol25 structures with the same formula, charge and spin comes out at 54.64 kcal per mole. The SMILES is C#C[Si](C)(C)C(C)(C)C. For the HOMO energy, the calculation gives -9.6 eV. Its net charge is 0. The multiplicity is 1. As for the lowest unoccupied orbital energy: 0.79 eV.

Last column: natural (NBO) charge in e.
Cartesian coordinates (Å):
C -0.41 -1.34 3.14  -0.210
C 0.02 -0.91 2.09  -0.464
C -1.90 0.49 -0.20  -0.622
C -0.23 0.76 -2.05  -0.621
C -0.85 -1.50 -1.22  -0.610
C 0.88 1.93 1.24  -1.068
C 2.30 -0.79 0.19  -1.120
C -0.62 -0.08 -0.75  -0.471
Si 0.67 0.10 0.66  1.607
H -0.98 -2.03 3.69  0.229
H -1.66 1.45 0.42  0.201
H -2.50 0.88 -1.01  0.207
H -2.52 -0.15 0.48  0.225
H 0.78 0.47 -2.31  0.214
H -0.04 1.83 -1.83  0.202
H -1.08 0.84 -2.84  0.218
H -0.07 -1.80 -1.99  0.209
H -0.69 -2.15 -0.36  0.215
H -1.87 -1.48 -1.70  0.211
H 1.30 2.45 0.35  0.240
H -0.06 2.30 1.65  0.246
H 1.53 1.77 2.02  0.232
H 2.78 -0.74 -0.81  0.245
H 3.09 -0.40 0.79  0.237
H 2.14 -1.89 0.34  0.249

Below is C8H17AuClI2O2P as an isolated structure in a non-equilibrium geometry, with properties calculated with the ωB97M-V functional and the def2-TZVPD basis.

The energy above the lowest of the compared OMol25 structures with the same formula, charge and spin comes out at 0.00 kcal per mole. For the HOMO energy (spin up / spin down), the calculation gives -13.4 / -15.2 eV. The expectation value of S² is 2.0110. Its net charge is +2. The multiplicity is 3. As for the lowest unoccupied orbital energy (spin up / spin down): -9.99 / -11.80 eV.

Last column: Mulliken spin population.
Cartesian coordinates (Å):
I 6.05 1.14 -1.81  0.499
I 5.96 -1.57 -1.80  0.492
Au 0.06 0.02 -0.36  0.293
P -0.92 0.03 -2.50  0.342
C 0.42 0.05 -3.69  -0.008
C -1.94 -1.45 -2.68  0.004
H -2.70 1.51 -1.84  -0.001
H -2.44 1.56 -3.62  0.014
H -1.32 2.40 -2.51  0.002
C -1.94 1.51 -2.64  0.003
H -2.68 -1.48 -1.88  -0.001
H -2.43 -1.48 -3.65  0.015
H 0.05 0.06 -4.72  0.015
H 1.06 -0.83 -3.55  0.002
H -1.30 -2.34 -2.57  0.002
H 1.05 0.93 -3.53  0.002
C 1.92 0.02 -0.84  0.072
O 3.06 0.00 -0.87  0.007
Cl -2.08 0.01 0.56  0.175
C 0.00 0.63 4.12  0.002
C -0.68 -0.71 3.79  0.002
C 0.21 -1.24 2.67  -0.002
O 0.76 -0.06 2.00  0.067
C 0.32 1.13 2.72  0.002
H -0.61 1.33 4.70  0.001
H 0.93 0.43 4.67  0.000
H -1.68 -0.55 3.34  -0.001
H -0.77 -1.39 4.64  0.001
H 1.03 -1.84 3.08  0.001
H -0.36 -1.83 1.94  -0.002
H -0.59 1.55 2.26  -0.005
H 1.13 1.87 2.64  0.003

Below is a 2-piece molecular cluster, C8H17BBr2NO3 overall in a non-equilibrium geometry, with properties calculated with the ωB97M-V functional and the def2-TZVPD basis.

For the HOMO energy, the calculation gives -4.7 eV. Its net charge is -1. The multiplicity is 1. As for the lowest unoccupied orbital energy: 2.28 eV.

Last column: natural (NBO) charge in e.
Cartesian coordinates (Å):
C 2.64 -1.53 0.77  -0.660
C 1.71 -0.37 0.02  -0.075
O 1.04 0.48 1.02  -0.588
C -0.37 0.73 0.69  -0.106
C -1.26 -0.19 1.78  -0.072
O -2.64 -0.36 1.45  -0.583
C -3.06 -1.34 0.51  -0.270
B -2.00 -2.30 -0.25  -0.067
N -2.03 -3.69 0.42  -0.616
C -0.73 -3.84 0.92  0.778
O 0.25 -4.30 1.75  -0.644
H 3.37 -2.08 0.03  0.200
H 1.94 -2.35 1.23  0.244
H 3.24 -0.94 1.60  0.204
H 2.48 0.32 -0.58  0.158
H 1.00 -0.87 -0.76  0.206
H -0.67 0.48 -0.41  0.202
H -0.59 1.86 0.93  0.165
H -0.66 -1.16 2.13  0.185
H -1.23 0.49 2.76  0.162
H -3.85 -2.06 1.05  0.159
H -3.70 -0.80 -0.33  0.151
H -2.42 -2.50 -1.36  -0.065
H -0.91 -1.89 -0.40  -0.080
Br 0.82 1.44 -2.65  0.007
C 0.39 3.29 -2.19  -0.455
C 1.62 4.03 -1.70  -0.455
Br 2.06 3.53 0.13  0.006
H -0.42 3.26 -1.46  0.239
H 0.02 3.74 -3.12  0.222
H 1.43 5.11 -1.67  0.220
H 2.51 3.84 -2.31  0.228

Below is C8H17BCaIN2O4 as an isolated structure in a non-equilibrium geometry, with properties calculated with the ωB97M-V functional and the def2-TZVPD basis.

For the HOMO energy, the calculation gives -9.4 eV. Its net charge is +1. The multiplicity is 1. As for the lowest unoccupied orbital energy: -7.75 eV.

Last column: natural (NBO) charge in e.
Cartesian coordinates (Å):
C 1.08 -3.09 2.16  -0.647
C 0.69 -2.20 0.87  -0.086
O -0.74 -2.06 0.70  -0.737
B -1.16 -0.72 1.07  1.311
O -1.09 -0.39 2.50  -0.939
C -1.65 0.46 0.08  -0.423
C -0.92 1.82 0.54  -0.615
C -3.23 0.69 0.45  0.750
O -3.83 -0.10 1.26  -0.591
O -3.98 1.71 -0.10  -0.542
N -1.63 0.17 -1.38  -0.530
I -2.95 -1.37 -1.87  0.397
C -0.30 -0.01 -1.99  -0.238
C 0.45 1.35 -2.48  -0.438
C 1.88 1.53 -1.75  -0.217
N 1.95 2.70 -0.81  -0.838
H 0.10 -3.39 2.66  0.341
H 1.77 -2.45 2.85  0.105
H 1.70 -4.03 1.84  0.099
H 1.12 -2.73 -0.07  0.219
H 1.23 -1.18 0.92  0.190
H -0.20 0.04 2.59  0.476
H -0.88 2.62 -0.29  0.248
H 0.10 1.65 1.04  0.177
H -1.59 2.28 1.36  0.267
H 0.47 -0.61 -1.39  0.148
H -0.47 -0.62 -2.96  0.231
H -0.20 2.28 -2.34  0.231
H 0.69 1.26 -3.61  0.229
H 2.22 0.61 -1.16  0.152
H 2.71 1.71 -2.54  0.196
H 2.00 2.32 0.15  0.345
H 1.14 3.31 -0.95  0.367
Ca 3.53 -3.56 2.66  1.365

Below is C8H17F6N2O6S2Ti as an isolated structure in a non-equilibrium geometry, with properties calculated with the ωB97M-V functional and the def2-TZVPD basis.

The energy above the lowest of the compared OMol25 structures with the same formula, charge and spin comes out at 43.58 kcal per mole. For the HOMO energy (spin up / spin down), the calculation gives -5.0 / -9.4 eV. The expectation value of S² is 3.7517. Its net charge is 0. The multiplicity is 4. As for the lowest unoccupied orbital energy (spin up / spin down): -0.51 / -0.60 eV.

Last column: Mulliken spin population.
Cartesian coordinates (Å):
Ti 0.37 0.24 0.44  2.696
C -0.11 -2.55 -2.16  -0.003
F 1.15 -2.36 -2.55  0.002
F -0.58 -3.67 -2.71  0.000
F -0.25 -2.65 -0.88  -0.002
S -1.11 -1.06 -2.68  0.013
O -1.23 -1.11 -4.11  0.003
O -2.48 -1.12 -2.11  0.006
N -0.09 0.17 -1.93  0.043
S 0.18 1.07 -3.08  0.018
O 1.03 0.54 -4.14  0.000
O -0.94 1.84 -3.60  -0.001
C 1.34 2.33 -2.34  0.006
F 0.59 3.18 -1.62  0.003
F 2.18 1.77 -1.43  0.016
F 1.96 3.09 -3.29  -0.001
C -2.18 1.69 0.17  0.058
C -1.75 1.87 1.64  0.007
C -2.09 0.58 2.46  -0.006
O -1.31 -0.58 1.84  -0.023
C -1.42 -1.83 2.52  0.008
N -0.33 2.11 1.64  0.033
H -1.84 2.49 -0.48  -0.018
H -3.27 1.75 0.07  0.003
H -2.04 0.69 -0.24  0.002
H -2.33 2.72 2.01  0.012
H -3.16 0.40 2.31  -0.003
H -1.92 0.69 3.53  -0.005
H -0.60 -2.45 2.16  0.006
H -2.32 -2.43 2.37  0.002
H -1.48 -1.79 3.61  0.002
H -0.12 2.02 2.63  0.012
H -0.14 3.07 1.40  0.012
C 3.06 -1.52 -0.05  0.197
C 3.13 -1.02 1.45  -0.048
O 1.98 -0.45 1.92  -0.014
H 2.28 -2.27 -0.13  -0.014
H 4.07 -1.80 -0.38  0.004
H 2.67 -0.77 -0.74  -0.029
H 3.87 -0.25 1.67  -0.010
H 3.26 -1.98 1.93  -0.002
H 1.98 -0.67 2.85  0.016

Below is C8H17F6N2O6S2Ti as an isolated structure in a non-equilibrium geometry, with properties calculated with the ωB97M-V functional and the def2-TZVPD basis.

The energy above the lowest of the compared OMol25 structures with the same formula, charge and spin comes out at 136.44 kcal per mole. For the HOMO energy (spin up / spin down), the calculation gives -8.6 / -8.6 eV. The expectation value of S² is 3.7505. Its net charge is 0. The multiplicity is 4. As for the lowest unoccupied orbital energy (spin up / spin down): -2.68 / -2.48 eV.

Last column: Mulliken spin population.
Cartesian coordinates (Å):
Ti -0.65 -0.86 0.82  2.990
C 0.19 -3.10 -5.05  0.000
F 0.92 -4.16 -5.43  0.000
F 0.79 -2.36 -4.18  0.001
F -0.17 -2.26 -6.13  0.000
S -1.46 -3.70 -4.24  0.003
O -2.32 -2.48 -4.30  0.001
O -1.94 -4.84 -5.04  0.000
N -0.92 -4.09 -2.65  -0.004
S -0.91 -5.59 -2.63  0.001
O -2.19 -6.22 -2.83  0.000
O 0.18 -6.22 -3.35  0.000
C -0.41 -5.80 -0.76  0.002
F 0.83 -5.21 -0.54  0.001
F -1.37 -5.26 0.00  0.000
F -0.33 -7.15 -0.46  -0.001
C -3.92 4.27 1.43  0.000
C -2.68 3.40 0.99  0.007
C -1.46 4.22 0.43  -0.012
O -0.49 3.28 -0.06  -0.003
C 0.55 3.77 -0.92  -0.002
N -2.38 2.64 2.20  -0.003
H -3.82 4.86 2.34  0.000
H -4.81 3.65 1.39  0.000
H -4.05 4.93 0.57  0.000
H -3.07 2.69 0.26  0.011
H -1.05 4.88 1.20  0.001
H -1.63 4.92 -0.39  0.000
H 1.17 4.54 -0.45  0.000
H 0.11 4.23 -1.81  0.000
H 1.28 2.98 -1.09  0.002
H -3.23 2.31 2.63  0.001
H -2.09 3.39 2.81  0.000
C 4.45 1.40 4.12  -0.001
C 4.73 -0.06 4.10  0.001
O 4.04 -0.60 3.05  0.003
H 4.83 1.92 3.24  0.000
H 4.87 1.86 5.01  0.000
H 3.38 1.54 4.25  0.001
H 4.46 -0.63 4.99  0.000
H 5.81 -0.18 3.98  0.000
H 4.77 -0.92 2.51  0.000